DFT (wB97M-V/def2-TZVPD) results for an isolated molecule of C5H12N2O at a distorted geometry.

## Properties
Total charge ... 0
Orbital gap ... 7.49 eV
HOMO ... -0.24347 hartree
Electronic energy ... -10405.373 eV
LUMO level ... 0.87 eV
ΔE to the lowest compared entry with this formula, charge and spin ... 70.3 kcal per mole

Atoms and positions in Å:
C: 1.171 -2.126 -0.211
H: 1.843 0.965 -1.207
C: -1.716 1.926 0.610
H: -2.373 -0.369 -0.429
H: 1.041 -2.627 -1.177
C: -0.399 1.178 0.560
H: 2.521 -0.487 -1.583
H: 0.955 0.638 1.826
H: -1.387 -1.625 -1.081
C: -0.351 -0.156 -0.137
C: 0.939 -0.629 -0.322
H: 2.187 -2.331 0.140
H: -1.579 2.902 1.084
H: -2.135 2.071 -0.389
N: -1.494 -0.872 -0.411
H: -2.455 1.381 1.209
H: 0.491 -2.588 0.512
N: 2.068 0.043 -0.838
O: 0.120 1.137 1.896
H: 0.555 1.571 -0.052

Partial atomic charges computed with the Löwdin method, in multiples of e: -0.072, 0.072, -0.046, 0.086, 0.070, -0.392, 0.084, 0.092, 0.096, -0.290, -0.365, 0.076, 0.082, 0.081, 0.115, 0.087, 0.077, 0.040, -0.047, 0.154


DFT (wB97M-V/def2-TZVPD) results for a cluster of 31 separate species, C20H93N3O33 in total at a distorted geometry.

## Properties
Total charge ... 0
Orbital gap ... 5.53 eV
HOMO ... -0.28153 hartree
Electronic energy ... -94279.631 eV
LUMO level ... -2.13 eV

Atoms and positions in Å:
H: -1.786 -5.605 1.064
H: -0.129 -1.874 -2.604
H: 0.906 -0.145 4.038
H: 0.691 -3.028 0.687
C: -0.847 0.934 3.249
O: 1.531 1.945 -1.518
O: 0.608 3.234 5.706
H: -0.960 1.463 4.248
O: 2.965 -3.046 2.394
O: 2.949 -0.183 4.883
H: 7.805 4.508 0.992
O: 2.078 5.974 5.756
H: -1.939 -1.775 -2.642
H: -4.712 -0.872 4.138
H: -1.139 -2.675 -4.868
H: -0.151 3.971 -1.674
O: -6.553 -5.782 0.332
H: 8.401 0.423 2.056
C: -1.175 -3.850 -2.995
H: -7.474 -4.677 -2.932
H: 3.037 -5.409 -9.600
H: -1.530 0.020 3.315
O: 3.043 6.166 1.914
C: 0.236 -2.189 0.076
H: -4.774 -3.655 -3.936
H: -2.690 -5.093 2.175
H: 0.956 -1.846 -0.729
O: -0.562 7.279 4.073
H: -5.467 -0.864 -1.339
H: -0.551 -0.152 0.335
H: -0.509 -1.029 8.128
O: -11.031 -1.873 -5.696
H: -0.984 -4.489 -5.175
O: 1.520 -4.998 4.807
H: 2.013 -5.796 4.586
H: 8.171 5.410 -0.175
O: -2.091 -1.847 -6.680
O: 1.140 5.413 1.958
H: 1.414 1.378 3.204
O: -4.967 0.009 4.434
H: -11.693 -2.093 -6.363
O: 5.666 -2.146 1.970
O: 4.323 -1.484 -0.629
O: -2.290 0.942 5.745
O: -4.111 -3.439 -3.268
H: -2.775 -2.083 -6.039
C: -1.790 4.289 1.204
H: 3.815 -3.987 -7.355
H: 6.966 0.115 2.460
H: 0.283 7.741 4.152
O: 7.816 -0.308 2.289
H: -1.853 7.533 0.632
H: -0.771 5.404 -0.338
O: 8.268 4.505 0.144
H: -4.414 -1.278 -2.358
H: 1.439 6.673 5.949
H: 2.473 -6.777 -9.959
H: -0.493 3.842 3.056
H: 2.968 3.749 5.967
C: -0.561 4.417 0.196
H: 1.615 -4.439 4.024
H: 6.615 -2.226 2.130
H: -1.566 8.008 2.050
C: 1.058 -0.349 1.835
H: 4.119 -3.538 -3.606
H: -8.940 -2.867 -4.691
H: 4.177 -3.119 -8.552
C: -0.659 -3.641 -4.484
H: 4.215 -0.535 -0.762
O: -0.475 -1.110 7.167
H: -1.823 0.284 6.281
H: 3.942 4.184 7.049
H: -1.434 -3.707 -0.380
H: 1.319 2.652 1.538
H: -2.453 1.670 6.357
H: 1.741 0.255 1.140
H: 2.841 3.595 -2.148
O: 6.439 5.998 1.942
C: 1.297 -2.631 -5.525
H: -2.565 3.640 0.668
O: -3.199 -6.632 -2.465
H: 1.636 -4.492 -2.654
H: 3.523 -1.930 -5.993
C: 0.912 4.612 0.764
H: -7.294 -4.505 -1.428
O: -2.639 -5.180 1.216
H: -3.662 -6.614 -1.619
O: -8.274 -3.544 -4.863
O: -1.939 8.301 1.208
H: -7.888 -3.281 -5.707
H: -2.272 -4.197 -2.944
H: -4.599 -3.484 -2.432
H: -0.671 1.818 1.219
C: 1.820 -3.871 -3.569
H: 0.370 -1.546 6.998
O: -6.810 -4.459 -2.263
C: 3.121 -3.337 -4.092
H: -2.302 3.644 3.249
C: 2.793 -2.507 -5.350
H: -2.404 1.594 1.806
C: -0.167 -0.972 1.039
H: 1.707 -1.219 2.193
H: 3.637 -1.708 0.016
C: 1.668 3.209 0.614
H: 5.499 5.858 1.774
H: 2.478 6.247 4.922
H: -4.129 0.486 4.501
C: -1.359 1.926 2.112
C: 0.979 2.718 -0.734
H: -5.727 -5.285 0.395
H: 3.010 0.670 5.333
H: 0.706 -2.164 -6.365
O: 2.205 -5.896 -9.673
H: 2.787 3.338 0.574
H: -1.047 -1.283 1.676
H: -0.318 6.397 3.760
O: -3.132 -1.937 -9.477
H: -3.020 -2.717 -10.034
H: 1.007 3.507 4.870
O: -4.802 -1.541 -1.514
C: -1.071 -2.418 -2.260
H: -2.743 -2.195 -8.630
H: -0.029 3.933 5.899
H: -3.321 -5.740 -2.815
N: 1.923 6.496 1.611
H: -2.207 -0.897 -6.807
H: 1.428 5.242 -0.048
H: -2.309 5.269 1.427
O: 4.286 -4.010 -8.200
O: 2.805 8.867 3.450
H: 4.269 4.083 -2.348
H: 2.901 8.098 2.873
H: 6.470 6.302 2.857
N: 0.811 -3.423 -4.458
H: 3.185 8.581 4.291
H: -11.515 -1.917 -4.863
H: -0.544 -4.588 -2.397
H: 3.227 -3.929 2.106
H: 3.869 -0.434 4.734
N: -0.349 3.369 -0.849
H: 3.802 -2.561 2.452
H: -1.965 -1.970 -0.295
H: 5.584 -2.195 1.006
C: -1.122 -2.640 -0.683
C: -1.423 3.453 2.541
O: 3.350 4.363 -2.438
C: 0.678 0.508 3.132
O: 3.911 3.875 6.137
H: -6.277 -6.659 0.043

Löwdin population analysis, charges in e, atoms 1 to 99: 0.038, 0.109, 0.092, 0.096, -0.206, 0.068, -0.047, 0.072, -0.065, -0.054, 0.001, -0.047, 0.098, 0.031, 0.095, 0.143, -0.054, 0.045, -0.182, 0.020, 0.004, 0.106, 0.058, -0.177, 0.056, 0.041, 0.099, -0.044, 0.047, 0.110, 0.048, -0.056, 0.138, -0.065, 0.032, 0.028, -0.054, -0.125, 0.091, -0.071, 0.043, -0.064, -0.050, -0.063, -0.076, 0.051, -0.120, 0.017, 0.035, 0.025, -0.060, 0.008, 0.145, -0.077, 0.028, 0.045, 0.029, 0.083, -0.012, -0.249, 0.007, 0.039, 0.003, -0.184, 0.080, 0.020, 0.041, -0.152, 0.049, -0.046, 0.022, 0.040, 0.091, 0.099, 0.057, 0.100, -0.009, -0.045, -0.076, 0.123, -0.056, 0.108, 0.078, -0.244, 0.023, -0.061, 0.025, -0.054, -0.056, 0.044, 0.066, 0.025, 0.077, -0.074, 0.051, -0.063, -0.079, 0.124, -0.096


DFT (wB97M-V/def2-TZVPD) results for a cluster of 7 separate species, C16H47NO6 in total at a distorted geometry.

## Properties
Total charge ... 0
Orbital gap ... 6.70 eV
HOMO ... -0.23589 hartree
Electronic energy ... -31126.996 eV
LUMO level ... 0.28 eV
ΔE to the lowest compared entry with this formula, charge and spin ... 38.5 kcal per mole

Atoms and positions in Å:
N: -0.731 0.571 0.177
H: -3.878 -0.079 3.846
C: 1.612 3.032 3.798
C: 1.516 -2.269 0.996
H: -1.842 -2.845 -0.190
H: 3.383 1.657 -1.587
H: 4.048 2.268 -5.416
H: 2.638 3.224 4.111
H: -0.065 -4.306 -0.932
H: 3.461 -1.558 0.295
C: -3.394 -0.736 2.019
H: -0.721 -4.589 -2.527
O: -0.502 2.335 -1.974
H: 3.469 -2.473 1.843
C: 3.213 1.655 -5.078
O: -3.199 -0.221 0.701
H: 2.426 1.945 -5.775
H: -0.094 -0.198 0.024
C: 3.768 1.524 -2.598
O: 1.010 -1.446 -0.045
H: 4.677 2.119 -2.684
C: -2.014 -3.370 -1.130
H: 1.540 3.342 0.923
H: -0.409 -2.376 1.992
C: 1.415 1.969 2.654
H: 1.202 3.967 3.415
H: -0.207 -2.980 -2.243
H: -2.315 -1.423 -1.945
H: -1.146 4.205 -2.675
H: 2.021 1.682 0.570
H: -0.397 2.436 3.008
H: -0.607 1.158 -0.636
H: -5.337 -1.416 1.432
H: -0.436 1.075 1.000
C: -3.859 0.375 2.855
H: 3.077 2.621 1.547
H: 1.084 2.808 4.725
H: 0.953 1.757 -2.939
H: 0.891 -2.888 3.033
O: 0.035 1.761 2.478
C: 2.917 -1.774 1.215
H: -4.069 -2.753 1.363
H: -4.750 -2.106 2.915
H: -0.368 4.243 -1.025
H: -3.779 -2.293 -1.596
H: 1.957 1.080 2.978
H: 0.645 -1.165 2.643
H: -2.478 -1.141 2.448
C: -4.463 -1.882 1.888
H: 3.435 0.596 -5.204
H: -3.148 1.200 2.819
H: 4.011 0.474 -2.762
C: 2.020 2.456 1.338
O: 1.588 1.202 -3.396
C: -0.445 3.735 -1.986
H: -2.783 -2.701 -3.023
H: -2.361 -5.187 -0.522
C: 2.759 1.937 -3.653
H: 0.499 4.032 -2.443
H: -1.677 0.218 0.208
H: 1.604 -3.310 0.685
C: 0.633 -2.180 2.245
H: -3.970 0.315 0.499
H: -4.824 0.808 2.588
O: -2.842 -4.507 -1.000
H: 2.488 2.974 -3.455
H: 1.616 -1.547 -0.783
C: -2.763 -2.416 -1.971
C: -0.637 -3.844 -1.736
H: 2.900 -0.776 1.653

Partial atomic charges computed with the Löwdin method, in multiples of e: 0.291, 0.093, -0.042, -0.468, 0.109, 0.057, 0.071, 0.081, 0.063, 0.087, -0.476, 0.078, -0.424, 0.091, -0.056, -0.087, 0.075, 0.061, -0.064, -0.079, 0.073, -0.503, 0.091, 0.061, -0.462, 0.082, 0.074, 0.081, 0.048, 0.063, 0.098, 0.052, 0.083, 0.060, -0.067, 0.086, 0.076, 0.010, 0.089, -0.075, -0.049, 0.073, 0.075, 0.036, 0.082, 0.118, 0.070, 0.131, -0.017, 0.078, 0.083, 0.073, -0.042, -0.075, -0.339, 0.091, 0.085, -0.516, 0.029, 0.061, 0.128, -0.023, 0.113, 0.096, -0.049, 0.128, 0.110, -0.065, -0.033, 0.070


Among the records above, which one has the highest LUMO level?
C5H12N2O


Which of these has the highest HOMO?
C16H47NO6


total charge of number 1 (C5H12N2O)?
0